C13H28GaN6O6S as an isolated structure at a distorted geometry. Source: OMol25; level of theory: the ωB97M-V functional and the def2-TZVPD basis.

```
55
Properties=species:S:1:pos:R:3:nbo_charge:R:1
O 1.236 2.931 -2.149 -0.746
H 1.614 3.075 -3.028 0.486
Ga 0.199 -0.310 -0.393 1.654
N -0.897 -0.136 -1.946 -0.232
N -0.891 1.166 0.238 -0.255
N 1.013 -1.955 -0.724 -0.273
N 1.296 -0.275 1.180 -0.229
O -0.813 -0.979 -2.934 -0.564
O 0.818 -2.605 -1.899 -0.525
O 1.226 0.642 2.135 -0.530
O -0.930 1.621 1.461 -0.583
C -1.871 1.525 -0.640 0.196
C -1.852 0.821 -1.878 0.163
C 1.690 -2.431 0.321 0.264
C 1.843 -1.476 1.400 0.242
C -2.838 0.963 -2.978 -0.664
H -2.340 1.319 -3.892 0.250
H -3.610 1.694 -2.707 0.226
H -3.315 -0.005 -3.185 0.254
C -2.899 2.471 -0.128 -0.665
H -2.432 3.382 0.274 0.257
H -3.468 2.001 0.691 0.242
H -3.593 2.747 -0.926 0.226
C 1.959 -3.867 0.405 -0.685
C 2.324 -1.829 2.754 -0.694
H 2.261 -4.247 -0.568 0.266
H 1.051 -4.384 0.713 0.270
H 2.737 -4.072 1.133 0.236
H 2.360 -0.936 3.388 0.267
H 3.322 -2.272 2.720 0.252
H 1.646 -2.545 3.235 0.251
H 0.074 -1.981 -2.420 0.496
H 0.309 1.155 1.922 0.490
C 1.907 3.697 -1.141 -0.259
H 1.723 4.781 -1.224 0.194
H 3.020 3.553 -1.143 0.183
H 1.420 3.226 -0.258 0.198
O 1.665 0.297 -1.632 -0.975
H 1.614 1.237 -2.003 0.542
H 1.842 -0.382 -2.326 0.530
S -1.294 -2.285 0.905 -0.308
C -2.260 -1.745 2.232 0.377
N -1.734 -1.282 3.379 -0.571
C -2.507 -0.919 4.560 -0.220
C -3.871 -1.584 4.527 -0.426
C -4.530 -1.438 3.170 -0.221
N -3.591 -1.836 2.127 -0.570
H -0.734 -1.101 3.361 0.423
H -2.612 0.172 4.593 0.208
H -1.941 -1.234 5.441 0.224
H -4.513 -1.143 5.295 0.243
H -3.761 -2.649 4.767 0.222
H -4.837 -0.400 3.000 0.202
H -5.410 -2.078 3.081 0.228
H -3.918 -2.101 1.205 0.432
```

The calculation puts the calculated total energy at -3614.75679 Ha. The calculation puts the HOMO-LUMO gap (alpha / beta) at 0.2405 / 0.2408 Eh. The total charge is +1. The calculation puts the HOMO energy (alpha / beta) at -10.42 / -10.43 eV.